{
  "formula": "C21H24N4O4S2",
  "method": "the ωB97M-V functional and the def2-TZVPD basis",
  "de_lowest_ev": 1.847,
  "smiles": "CCCCOc1cccc(C(=O)Nc2ccc(S(=O)(=O)Nc3nnc(CC)s3)cc2)c1",
  "orbital_gap_ev": 9.0,
  "e_lumo_ha": 0.00048,
  "species": ["S", "S", "O", "O", "O", "O", "N", "N", "N", "N", "C", "C", "C", "C", "C", "C", "C", "C", "C", "C", "C", "C", "C", "C", "C", "C", "C", "C", "C", "C", "C", "H", "H", "H", "H", "H", "H", "H", "H", "H", "H", "H", "H", "H", "H", "H", "H", "H", "H", "H", "H", "H", "H", "H", "H"],
  "positions_angstrom": [[4.274, 0.976, 0.965], [2.120, -1.103, -0.237], [5.480, 1.719, 1.138], [-2.561, 4.612, -0.962], [3.913, -0.028, 1.914], [-3.742, -0.359, 0.237], [4.444, 0.255, -0.568], [-0.383, 4.319, -0.491], [2.997, -2.449, -2.226], [3.941, -1.544, -1.987], [3.663, -0.769, -0.994], [0.716, 3.577, -0.075], [0.555, 2.486, 0.783], [3.086, 3.163, -0.150], [-2.157, -0.666, 2.841], [-2.798, 0.261, -0.509], [1.647, 1.722, 1.140], [-2.583, -2.402, 1.027], [-3.776, -1.772, 0.301], [0.826, -3.316, -1.493], [-1.001, 0.381, -2.105], [0.730, -4.150, -0.215], [-1.639, 3.847, -0.799], [1.987, -2.395, -1.446], [-2.542, -2.107, 2.528], [-0.868, 1.738, -1.886], [-2.700, 1.643, -0.327], [1.998, 3.937, -0.501], [-1.731, 2.372, -0.993], [2.896, 2.050, 0.647], [-1.951, -0.360, -1.423], [1.625, -4.754, -0.092], [-0.131, -4.812, -0.264], [-4.698, -1.991, 0.846], [-1.651, -2.055, 0.577], [-0.087, -2.731, -1.617], [4.083, 3.405, -0.483], [1.553, 0.877, 1.802], [-0.352, -0.113, -2.813], [-0.120, 2.305, -2.418], [-0.257, 5.316, -0.612], [2.127, 4.807, -1.128], [-2.650, -3.482, 0.877], [5.349, 0.326, -1.008], [-2.036, -1.416, -1.623], [0.950, -3.964, -2.361], [-3.516, -2.330, 2.968], [-0.423, 2.245, 1.166], [-3.380, 2.130, 0.354], [-1.201, -0.420, 2.382], [-3.868, -2.195, -0.708], [0.627, -3.504, 0.653], [-1.810, -2.777, 2.986], [-2.909, 0.023, 2.468], [-2.067, -0.527, 3.916]],
  "mulliken_charge": [1.2545, 0.1081, -0.7074, -0.6260, -0.5700, -0.4855, -0.1725, -0.0566, -0.4281, -0.6132, 0.2623, -0.1149, -0.0274, -0.9632, -0.8749, 0.4036, -0.4813, 0.5377, -0.9329, 0.3067, -0.9794, -1.2587, -0.0204, 0.4634, -0.7375, -0.0689, -0.0844, -0.7628, -0.1351, -0.0522, -0.5229, 0.3901, 0.3540, 0.3994, -0.3823, -0.2754, 0.4220, 0.7941, 0.4632, 0.5015, 0.2737, 0.4371, 0.4292, 0.2833, 0.5755, 0.3098, 0.3280, 0.7336, 0.4961, 0.0458, 0.3662, 0.3058, 0.3769, 0.2287, 0.4838]
}



{
  "formula": "C6H18N2O",
  "method": "the ωB97M-V functional and the def2-TZVPD basis",
  "de_lowest_ev": 2.844,
  "orbital_gap_ev": 8.0,
  "e_lumo_ha": 0.02812,
  "species": ["O", "N", "N", "C", "C", "C", "C", "C", "C", "H", "H", "H", "H", "H", "H", "H", "H", "H", "H", "H", "H", "H", "H", "H", "H", "H", "H"],
  "positions_angstrom": [[-0.039, -1.494, 0.361], [0.353, 2.006, -0.881], [-1.547, 0.802, 0.365], [2.016, -0.354, 0.869], [1.719, -1.729, -1.221], [1.064, -0.763, -0.244], [0.808, 0.815, -1.384], [-1.707, 0.902, 1.814], [-2.701, 0.241, -0.339], [1.047, 2.433, -0.274], [0.310, -2.275, 0.813], [2.881, 0.177, 0.470], [-2.571, 1.523, 2.054], [-0.762, 0.137, 0.199], [-2.470, 0.207, -1.403], [2.400, -1.226, 1.417], [-3.579, 0.868, -0.179], [-0.778, 1.702, -0.258], [2.584, -1.286, -1.713], [0.104, 0.368, -2.084], [1.835, 0.831, -1.752], [-0.811, 1.361, 2.231], [1.513, 0.295, 1.589], [-1.831, -0.091, 2.257], [2.061, -2.644, -0.717], [-2.900, -0.780, -0.002], [1.001, -2.026, -1.987]],
  "mulliken_charge": [-0.5903, -0.7098, -0.0857, -1.4051, -1.8077, 1.2081, -0.9583, -0.9275, -0.9431, 0.2452, 0.3366, 0.3419, 0.3891, 0.0575, 0.2454, 0.3848, 0.3837, 0.6197, 0.3745, 0.3444, 0.5140, 0.2939, 0.2508, 0.2921, 0.4308, 0.3358, 0.3791]
}